{"formula": "C3H9ISi", "method": "ωB97M-V/def2-TZVPD", "elements": ["C", "C", "C", "Si", "I", "H", "H", "H", "H", "H", "H", "H", "H", "H"], "coordinates": [[-1.130643, -1.673922, 0.146993], [-0.938424, 1.199501, 0.971319], [1.993484, -0.291102, -1.202923], [-0.665125, 0.063580, -0.472194], [3.551414, -0.015551, 0.234473], [-0.498148, -2.455708, 0.177246], [-1.526730, -1.574062, 1.194502], [-2.140116, -1.986535, -0.406330], [-0.092053, 0.949785, 1.721411], [-0.796190, 2.274773, 0.709108], [-2.011809, 0.968034, 1.361792], [2.231983, -1.343586, -1.635064], [2.204573, 0.362673, -2.001792], [-0.999246, 0.357271, -1.739686]], "forces_ev_per_angstrom": [[-5.2689, 2.6474, -0.1359], [0.2203, 0.3168, 0.6516], [-1.5642, -2.2408, 0.5802], [3.9120, -2.6018, 2.8231], [-0.3070, 0.1154, 0.0517], [2.4056, -2.4653, -0.4281], [0.5212, 0.1681, -0.7075], [2.1730, 0.4159, 0.7963], [-1.6688, 0.2254, -0.9104], [-0.4183, -0.7634, 0.2907], [2.0116, 0.5714, -0.3624], [-0.9258, 1.5952, 0.9617], [0.0817, 1.1127, -0.7497], [-1.1723, 0.9030, -2.8613]], "mulliken_charge": [-1.012, -0.843, -0.964, 0.605, -0.072, 0.416, 0.283, 0.261, 0.269, 0.310, 0.271, 0.287, 0.345, -0.156], "multiplicity": 1, "largest_force_ev_per_a": 5.90, "homo_energy_ev": -7.935, "gap_ev": 8.2}